[1]
Molecular formula: C8H20N2O
Method: DFT, ωB97M-V with the def2-TZVPD basis set

```
31
Properties=species:S:1:pos:R:3:nbo_charge:R:1
C -2.69826 1.26655 1.09011 -0.62
C -1.89567 2.54965 1.08789 -0.22
C -0.41776 2.35258 3.00740 -0.27
C -0.30383 3.72892 2.46334 -0.26
C 0.30804 -1.13239 0.85969 -0.61
C 0.47135 -0.97034 -0.62978 -0.21
C 1.18205 -1.93620 -2.74118 -0.23
C 1.80148 -3.15971 -3.38100 -0.07
H -2.90820 0.95180 0.06182 0.21
H -2.16825 0.47582 1.64285 0.21
H -3.64675 1.41377 1.59274 0.21
H -0.93944 2.38194 0.53311 0.15
H -2.41835 3.34644 0.54597 0.20
H -0.45187 2.27535 4.10751 0.21
H 0.02124 1.51247 2.45890 0.19
H 0.20140 3.87542 1.50593 0.19
H -0.22711 4.56040 3.14898 0.20
H -0.49544 -1.81929 1.16021 0.21
H 1.22696 -1.54302 1.28950 0.20
H 0.10277 -0.17340 1.31618 0.20
H 1.22269 -0.17339 -0.79693 0.15
H -0.45753 -0.58020 -1.09733 0.18
H 1.68782 -2.60453 -0.90639 0.36
H 0.25887 -1.65582 -3.27871 0.19
H 1.88344 -1.09026 -2.88173 0.16
H 1.90820 -3.01610 -4.46911 0.16
H 1.11166 -4.00165 -3.24104 0.17
H 3.29157 -4.29214 -2.79660 0.47
N -1.57579 3.00926 2.42735 -0.40
N 0.87706 -2.18118 -1.34122 -0.63
O 3.04761 -3.37074 -2.73846 -0.73
```

Results
* SMILES string: CCN1CC1.CCNCCO
* LUMO energy: 0.93 eV
* energy relative to the best compared isomer or geometry (same formula, charge and spin): 36.8 kJ/mol
* E_tot: -13646.304 eV
* Kohn-Sham gap: 9.68 eV
* max |F|: 1.0 eV Å⁻¹

[2]
Molecular formula: C8H36F6O10P
Method: DFT, ωB97M-V with the def2-TZVPD basis set

```
61
Properties=species:S:1:pos:R:3:nbo_charge:R:1
P 24.07614 -4.61238 -24.29443 2.60
F 23.01278 -3.79989 -23.44104 -0.60
F 23.15774 -5.91103 -23.93994 -0.60
F 23.16583 -4.30619 -25.69330 -0.60
F 25.16143 -5.47374 -25.12390 -0.59
F 24.94626 -3.23955 -24.43954 -0.60
F 24.93038 -4.99456 -22.97233 -0.61
C 21.68570 -10.06127 -26.75117 -0.26
O 22.24313 -11.03473 -25.89047 -0.72
H 21.53549 -10.36179 -27.78811 0.16
H 20.74005 -9.87113 -26.24357 0.18
H 22.23778 -9.12589 -26.84272 0.18
H 23.08005 -10.64832 -25.62242 0.47
C 26.32035 -10.55599 -22.44528 -0.24
O 26.27924 -10.15427 -23.83317 -0.76
H 25.35965 -10.97931 -22.15211 0.16
H 27.08146 -11.29624 -22.19858 0.17
H 26.49527 -9.71225 -21.77774 0.17
H 25.99316 -9.26005 -24.03350 0.49
C 22.07951 -5.64961 -17.69446 -0.65
C 21.59515 -4.28032 -17.88839 -0.07
O 20.63506 -4.30983 -18.98645 -0.74
H 22.59072 -5.90062 -18.62384 0.22
H 21.44393 -6.53403 -17.65057 0.22
H 22.86348 -5.82139 -16.95692 0.21
H 22.37768 -3.58305 -18.18764 0.17
H 21.13964 -3.85296 -16.99509 0.16
H 21.09374 -4.06354 -19.79302 0.48
C 18.49053 -5.29841 -31.71918 -0.64
C 18.95942 -4.22780 -30.76806 -0.06
O 17.95136 -4.02519 -29.84955 -0.71
H 19.21550 -5.50611 -32.50618 0.21
H 17.61053 -4.99472 -32.28618 0.20
H 18.04339 -6.19473 -31.28933 0.22
H 19.25510 -3.26672 -31.18877 0.15
H 19.85786 -4.60389 -30.27873 0.15
H 18.44038 -3.50970 -29.20400 0.47
C 26.41535 -2.15198 -30.61393 -0.65
C 27.51678 -1.11945 -30.25295 -0.06
O 27.83035 -1.33191 -28.92045 -0.71
H 26.30738 -1.98546 -31.68570 0.19
H 25.40639 -2.08705 -30.20666 0.21
H 26.65154 -3.21609 -30.61066 0.22
H 27.13781 -0.10653 -30.38881 0.15
H 28.47776 -1.24057 -30.75288 0.18
H 27.11072 -0.93853 -28.42145 0.47
O 29.99141 -5.08424 -24.81741 -0.95
H 30.19056 -4.80017 -25.70953 0.47
H 29.03738 -5.03501 -24.75720 0.48
O 28.95833 -2.46180 -21.62383 -0.95
H 28.10395 -2.52737 -22.05041 0.48
H 29.53556 -3.00789 -22.15753 0.47
O 21.87578 0.28206 -29.20331 -0.93
H 22.13101 0.78805 -29.97472 0.46
H 22.22522 -0.59432 -29.36476 0.47
O 26.53427 1.09539 -25.02980 -0.94
H 27.25761 1.31590 -24.44296 0.46
H 26.10147 0.35271 -24.60868 0.48
O 17.28621 -6.80287 -25.18196 -0.94
H 18.15988 -6.47280 -24.97223 0.48
H 16.95936 -6.20595 -25.85508 0.47
```

Results
* LUMO energy: 1.92 eV
* energy relative to the best compared isomer or geometry (same formula, charge and spin): 364.8 kJ/mol
* E_tot: -54953.929 eV
* Kohn-Sham gap: 10.20 eV
* charge: -1
* max |F|: 3.2 eV Å⁻¹

[3]
Molecular formula: C14H20O5PtSSb
Method: DFT, ωB97M-V with the def2-TZVPD basis set

```
42
Properties=species:S:1:pos:R:3:nbo_charge:R:1
Pt -0.47117 -0.91796 -0.16536 0.73
C -4.82667 1.06044 -0.26436 -0.63
C -3.64717 0.41314 0.46104 0.14
C -3.83647 0.44494 1.97654 -0.63
O -2.44457 1.08754 0.11994 -0.74
C -3.55917 -1.08386 -0.03716 0.78
O -4.54917 -1.77566 0.15584 -0.68
O -2.51017 -1.44146 -0.63976 -0.73
H -5.02397 2.06284 0.11694 0.19
H -5.71137 0.44914 -0.13116 0.23
H -4.59637 1.11394 -1.32536 0.22
H -3.98557 1.47434 2.31464 0.18
H -2.95017 0.04064 2.46214 0.22
H -4.69567 -0.15286 2.26414 0.23
H -2.46157 1.95964 0.53384 0.47
O 3.90233 0.01324 -0.25146 -0.68
C 2.91813 -0.69456 -0.03836 0.78
O 1.75443 -0.21746 0.15504 -0.78
C 3.07343 -2.19306 -0.04246 -0.20
C 4.31973 -2.67576 -0.42536 -0.11
C 4.56973 -4.02526 -0.55866 -0.26
C 3.52773 -4.91776 -0.34796 -0.21
C 2.28923 -4.46316 0.05074 -0.23
C 2.04113 -3.09916 0.24484 -0.14
S 0.50193 -2.69736 0.98854 -0.13
H 5.08133 -1.93056 -0.61146 0.23
H 5.55523 -4.38376 -0.83076 0.20
H 3.69153 -5.97716 -0.48666 0.20
H 1.48683 -5.16196 0.23674 0.22
C -0.69057 3.70094 -1.04196 -1.02
Sb 0.33353 1.79744 -0.65026 1.13
C 0.92363 2.46424 1.30894 -0.98
C 2.14483 2.40484 -1.66526 -0.99
H 0.05053 4.48694 -1.13076 0.21
H -1.35387 3.95034 -0.22286 0.20
H -1.27377 3.65734 -1.95226 0.22
H 1.18803 3.51624 1.27604 0.21
H 1.77533 1.87614 1.62194 0.25
H 0.11443 2.32074 2.01614 0.22
H 2.42493 3.40244 -1.34016 0.21
H 1.99103 2.40674 -2.74076 0.21
H 2.92863 1.70454 -1.40356 0.27
```

Results
* LUMO energy: 1.93 eV
* E_tot: -45700.954 eV
* Kohn-Sham gap: 6.67 eV
* charge: -1
* max |F|: 2.7 eV Å⁻¹

[4]
Molecular formula: C18H48O18P4
Method: DFT, ωB97M-V with the def2-TZVPD basis set

```
88
Properties=species:S:1:pos:R:3:lowdin_charge:R:1
C 4.85400 46.95900 24.96400 0.03
C 5.74100 48.17500 25.19200 -0.46
O 6.77500 48.29400 24.53400 0.06
C 5.18000 49.28000 25.94700 -0.04
H 3.76000 47.24800 24.89400 0.12
H 4.90700 46.40600 25.64000 -0.06
H 5.26800 46.41800 24.20300 0.07
H 4.81900 48.98200 26.95600 0.08
H 4.50800 49.79800 25.24700 0.10
H 5.92000 50.05100 26.22100 0.09
C -0.13300 51.40400 26.47000 0.03
C 0.12700 49.91400 26.11400 -0.50
O -0.75500 49.16100 26.19300 0.11
C 1.48800 49.66300 25.69500 -0.03
H 0.48600 51.89200 25.92500 0.01
H 0.03400 51.66300 27.48400 0.08
H -1.10200 51.52500 26.63100 0.04
H 1.70400 49.67900 24.63400 0.10
H 1.84000 48.62700 25.83700 0.07
H 2.30200 50.25800 26.20600 0.08
C 5.34900 41.36600 24.23000 0.03
O 4.03400 41.92900 24.77100 -0.20
P 3.93900 42.21300 26.35400 0.54
O 4.14100 43.75400 26.42100 -0.28
O 2.53200 41.74400 26.96200 -0.18
C 1.61500 41.06600 26.13400 -0.06
O 5.09400 41.52800 27.25200 -0.19
C 5.10300 41.86100 28.52300 -0.18
H 5.62300 40.62700 24.80100 0.02
H 6.20200 42.21800 24.40200 0.17
H 5.41200 40.99700 23.43000 -0.03
H 1.05400 40.81100 26.76000 -0.02
H 2.01600 40.05300 25.86300 0.12
H 1.45900 41.52400 25.16500 0.11
H 5.96800 41.53200 28.93500 0.08
H 4.19700 41.79900 29.06600 0.09
H 5.16900 42.94200 28.46600 0.08
C 2.89100 49.33000 29.30100 -0.03
O 3.66000 50.01000 30.35000 -0.27
P 5.03600 49.40400 30.78000 0.53
O 4.69500 48.10600 31.51800 -0.28
O 5.96100 49.14600 29.49600 -0.23
C 6.59200 47.97500 29.25800 -0.17
O 5.78000 50.40000 31.94100 -0.21
C 6.92500 49.98600 32.64800 -0.10
H 3.50200 48.60700 28.84600 0.02
H 2.65500 50.12200 28.48600 0.11
H 2.07000 48.65000 29.79600 0.15
H 6.10500 47.20900 28.66200 0.07
H 7.07000 47.59400 30.18200 0.10
H 7.42400 48.22900 28.45800 0.13
H 7.59200 50.81200 32.54500 0.10
H 7.45700 49.18400 32.22700 0.07
H 6.86800 49.61200 33.53200 0.03
C 1.93400 52.20700 31.86300 -0.11
O 1.90100 52.52800 30.50100 -0.24
P 3.06700 53.27700 29.72700 0.26
O 2.97000 54.66800 30.19300 -0.23
O 4.39500 52.70000 30.18300 -0.20
C 5.42400 53.46500 30.70300 -0.07
O 2.73700 53.18600 28.23100 -0.17
C 3.80500 53.00400 27.26800 -0.07
H 0.84400 52.41700 32.42100 0.15
H 2.44900 52.93100 32.36900 0.03
H 2.52300 51.14500 31.83100 0.13
H 5.51400 54.25100 29.99100 0.09
H 6.14500 52.88600 30.90700 0.01
H 5.22600 54.02300 31.67700 0.14
H 4.63900 53.65100 27.49300 0.07
H 3.55700 53.24100 26.19800 0.11
H 4.30100 51.99200 27.37600 0.09
C 1.33100 44.96300 25.14300 -0.04
O 1.25300 44.35300 26.48500 -0.24
P 1.75400 45.23100 27.69100 0.36
O 2.15000 46.51100 27.24600 -0.22
O 0.40000 45.53200 28.48500 -0.22
C -0.50800 46.57100 28.10400 -0.12
O 2.72500 44.51500 28.77200 -0.19
C 3.67000 45.32200 29.45500 -0.06
H 2.43900 45.11700 25.05600 0.08
H 0.55000 45.84300 25.15500 0.13
H 0.88800 44.36100 24.42700 0.05
H -0.23300 47.46600 28.62200 0.05
H -1.51000 46.37900 28.69100 0.13
H -0.66200 47.11900 27.15400 0.07
H 4.23700 44.64800 29.79000 0.02
H 3.29200 45.96000 30.15900 0.07
H 4.15900 46.01700 28.82800 0.06
```

Results
* SMILES string: COP(=O)(OC)OC.COP(=O)(OC)OC.COP(=O)(OC)OC.COP(=O)(OC)OC.CC(C)=O.CC(C)=O
* LUMO energy: 0.44 eV
* energy relative to the best compared isomer or geometry (same formula, charge and spin): 702.1 kJ/mol
* E_tot: -93448.397 eV
* Kohn-Sham gap: 9.99 eV
* max |F|: 15.5 eV Å⁻¹

[5]
Molecular formula: C2H6N2OS
Method: DFT, ωB97M-V with the def2-TZVPD basis set

```
12
Properties=species:S:1:pos:R:3:nbo_charge:R:1
C 0.78518 -0.55598 -0.14041 -0.32
C 0.19951 0.36343 0.96060 0.65
H 0.97265 0.99501 -1.52858 0.37
H 1.01962 -0.48330 -2.10948 0.36
H 0.31687 -1.55018 0.00021 0.21
H 1.89224 -0.61090 0.02080 0.21
H -1.39552 1.00977 1.92223 0.42
H -1.78443 -0.22684 -0.85575 0.14
N 0.50672 0.04371 -1.45635 -0.83
N -1.13197 0.35521 1.22345 -0.76
O 0.94985 1.08964 1.63217 -0.62
S -2.33071 -0.42958 0.33111 0.18
```

Results
* SMILES string: NCC(=O)NS
* LUMO energy: 0.80 eV
* energy relative to the best compared isomer or geometry (same formula, charge and spin): 103.8 kJ/mol
* E_tot: -18033.729 eV
* Kohn-Sham gap: 9.76 eV
* max |F|: 2.3 eV Å⁻¹

[6]
Molecular formula: C3H4F5N2
Method: DFT, ωB97M-V with the def2-TZVPD basis set

```
14
Properties=species:S:1:pos:R:3:nbo_charge:R:1
C 1.26110 -0.05854 -0.05067 0.56
C -1.29956 -0.68483 -0.37244 0.71
C -1.94272 0.58688 0.29360 0.90
N 1.60870 -0.21232 1.29234 -0.77
N 1.75645 0.06549 -1.20963 -0.76
F -1.51556 -1.86874 0.33499 -0.29
F -1.38223 -0.86561 -1.69234 -0.27
F -1.60954 1.59685 -0.54360 -0.30
F -1.33940 0.86817 1.49298 -0.32
F -3.21585 0.46596 0.48497 -0.25
H 1.02404 0.19569 1.96958 0.45
H 2.54302 -0.44798 1.53941 0.42
H 1.32623 0.01755 -2.19146 0.48
H 2.78532 0.34144 -1.34773 0.43
```

Results
* LUMO energy (alpha / beta): -6.04 / -5.24 eV
* energy relative to the best compared isomer or geometry (same formula, charge and spin): 381.0 kJ/mol
* E_tot: -19732.743 eV
* Kohn-Sham gap (alpha / beta): 8.19 / 9.54 eV
* charge: +1
* max |F|: 5.5 eV Å⁻¹

[7]
Molecular formula: C3H5P
Method: DFT, ωB97M-V with the def2-TZVPD basis set

```
9
Properties=species:S:1:pos:R:3:nbo_charge:R:1
C -2.04042 0.35818 0.91891 -0.18
C -1.24794 0.15533 0.01357 -0.38
C 1.40627 0.24780 -0.35115 -0.79
P -0.24286 -0.74261 -1.10759 0.51
H -2.59649 0.68930 1.66586 0.21
H 1.98748 -0.43680 0.27965 0.22
H 0.91330 1.09601 0.08224 0.23
H 2.01408 0.55583 -1.14461 0.21
H -0.19342 -1.92303 -0.35689 -0.02
```

Results
* SMILES string: C#CPC
* LUMO energy: 0.86 eV
* energy relative to the best compared isomer or geometry (same formula, charge and spin): 88.4 kJ/mol
* E_tot: -12477.722 eV
* Kohn-Sham gap: 9.89 eV
* max |F|: 5.1 eV Å⁻¹

[8]
Molecular formula: C6H13N
Method: DFT, ωB97M-V with the def2-TZVPD basis set

```
20
Properties=species:S:1:pos:R:3:nbo_charge:R:1
C -1.53578 -0.20961 0.63187 -0.35
C -0.35177 -0.64219 -0.12981 -0.12
C 0.85753 0.04177 -0.13975 -0.06
C 1.91676 -0.61769 -0.72478 -0.08
C 3.24173 -0.93066 -0.14736 -0.67
C 0.91998 1.54167 0.17755 -0.64
N -2.74886 0.46501 0.27646 -0.65
H -1.69606 -0.86235 1.50779 0.26
H -1.24018 0.76805 1.11985 0.26
H -0.57180 -1.37176 -0.91335 0.20
H -5.90113 0.09947 -0.05943 -0.01
H 1.54189 -1.28949 -1.49975 0.19
H 3.20330 -1.89413 0.35569 0.24
H 4.08341 -0.89363 -0.84997 0.23
H 3.59555 -0.14430 0.53331 0.22
H 0.76181 1.67117 1.25109 0.22
H 1.89665 1.93029 -0.08199 0.22
H 0.12218 2.04372 -0.35982 0.23
H -5.41378 -0.43892 -0.23209 0.01
H -2.68143 0.73361 -0.71550 0.30
```

Results
* LUMO energy: -1.63 eV
* energy relative to the best compared isomer or geometry (same formula, charge and spin): 747.8 kJ/mol
* E_tot: -7915.083 eV
* Kohn-Sham gap: 4.64 eV
* max |F|: 3.8 eV Å⁻¹